1.
This record from OMol25 describes a molecular structure, C3H4N2 in a non-equilibrium geometry. The level of theory is ωB97M-V/def2-TZVPD.

```
9
Properties=species:S:1:pos:R:3:lowdin_charge:R:1
H -1.6319 0.2968 0.8599 0.091
C 1.3614 -0.1020 0.0329 -0.309
N 2.3343 -0.5464 0.4458 0.159
N -1.1275 -1.3818 0.0991 0.125
H -0.5038 -1.9645 -0.4200 0.062
H 0.1666 1.5364 0.4125 0.104
C 0.2137 0.6706 -0.3374 -0.169
C -0.9346 -0.2030 0.2400 -0.307
H 0.1219 1.6939 -1.3327 0.243
```

Summary:
Energy above the lowest of the compared OMol25 structures with the same formula, charge and spin   309.2 kJ/mol
Frontier orbital gap   10.307 eV
LUMO energy   0.08 eV


2.
This record from OMol25 describes 2 unconnected molecules or ions with the total composition C32H33N3O4S in a non-equilibrium geometry. The level of theory is ωB97M-V/def2-TZVPD.

```
73
Properties=species:S:1:pos:R:3:lowdin_charge:R:1
H 0.7156 -2.1707 1.8312 0.138
H 7.0462 -1.8318 4.3852 0.091
N 0.3882 -0.0923 -6.3038 -0.244
C -5.1092 2.6257 -1.9943 -0.048
C 0.4115 -0.4627 -4.9523 -0.234
C -3.3948 -0.6158 4.7458 -0.189
H 7.8779 -0.2498 4.5828 0.081
H -2.8654 0.1700 -2.7235 0.088
C -0.6599 -1.5243 -3.0440 -0.012
C -4.3736 -0.7622 2.5298 -0.028
H 6.6496 1.6715 5.1968 0.082
O -4.0688 -2.1239 6.3333 0.007
C -2.5239 0.4107 4.3006 -0.018
H 6.0273 0.8887 6.6637 0.086
C 1.5353 -1.5888 1.3939 0.041
H 2.2519 0.0254 -2.1354 0.106
C -3.9459 3.1120 -4.0708 -0.084
C -0.6344 -1.2441 -4.3973 0.014
C -4.3203 -1.1811 3.8408 -0.008
C 0.3517 -1.0542 -2.1563 -0.199
H 1.5863 -1.6971 -6.9344 0.091
H 3.7912 -0.1079 0.7992 0.108
H -0.6317 -1.7076 -0.3189 0.140
H 5.6272 0.4437 2.3450 0.124
H 0.6122 -0.9000 -8.2127 0.087
C -4.3583 1.4511 -1.8553 -0.268
H -5.8650 2.8838 -1.2527 0.114
C 4.7896 -0.1658 2.6825 0.010
H -0.6546 1.1570 -7.6072 0.089
C -3.4523 0.2293 2.0158 -0.279
C 1.4493 -0.0355 -4.1016 0.006
C -3.3958 0.6240 0.6683 -0.192
C 4.7772 -0.6039 4.0284 -0.229
H -3.7719 3.7738 -4.9204 0.102
C -3.4195 1.1015 -2.8289 -0.065
H 2.2904 0.5167 -4.5339 0.128
H -1.4652 -2.1278 -2.6225 0.127
H -4.9939 -1.9462 4.2181 0.115
H -2.4926 1.6241 -4.6887 0.079
H -5.1768 -1.1769 1.9231 0.106
C -2.5648 0.8322 2.9882 -0.050
C 1.4247 -0.3265 -2.7542 -0.008
H 2.0700 -0.0951 -7.5914 0.081
H -2.7928 1.4721 0.3686 0.069
C 3.7533 -0.4822 1.8237 -0.006
C 7.0815 -0.9076 4.9688 -0.076
S -4.6567 0.2949 -0.4894 0.657
C 0.0007 1.2447 -6.7274 -0.072
C 1.4479 -1.2200 0.0548 -0.068
C 3.6962 -1.4151 4.4597 0.020
H 3.6918 -1.7589 5.4917 0.124
O -5.9413 0.7093 0.0390 -0.332
H 4.8756 1.5646 5.4665 0.093
O -2.4442 -0.7345 6.8530 0.011
H -5.4592 4.3747 -3.1907 0.103
H -1.9692 1.6776 2.6479 0.102
C -4.8869 3.4545 -3.0980 -0.079
C 1.2194 -0.7379 -7.3091 -0.075
H -1.8501 0.8533 5.0271 0.108
H 2.3625 -0.8327 -0.3991 0.090
N 5.7944 -0.2382 4.9177 -0.250
H 1.8427 -2.3579 3.9300 0.121
C 2.6376 -1.2634 2.2477 -0.203
H 0.8817 1.8350 -7.0279 0.083
C 2.6677 -1.7369 3.5935 -0.001
N -3.2945 -1.1760 6.0489 -0.350
H -0.5347 1.7616 -5.9255 0.075
H -1.4081 -1.6198 -5.0686 0.128
H 7.3262 -1.1401 6.0166 0.086
C -3.2171 1.9267 -3.9367 -0.078
O -4.4996 -1.0142 -1.0982 -0.348
C 5.8311 1.0475 5.5923 -0.073
C 0.3092 -1.3307 -0.7486 0.057
```

Summary:
Frontier orbital gap   2.550 eV
LUMO energy   -3.43 eV


3.
This record from OMol25 describes a molecular structure, C29H30Cl2CrN3O7Se2 in a non-equilibrium geometry. The level of theory is ωB97M-V/def2-TZVPD.

```
74
Properties=species:S:1:pos:R:3:lowdin_charge:R:1
C -4.5819 0.4076 -4.5763 -0.017
H -6.3597 -1.1027 -3.1058 0.118
H 2.2641 -2.3145 3.4497 0.106
H 3.6283 -1.6844 6.8649 0.137
H 3.8886 1.0178 0.4897 0.082
C 2.8258 -0.1004 4.8718 -0.401
H 0.6000 -3.1257 -1.5098 0.090
H 5.6036 -0.0756 -4.1228 0.075
C 2.8023 0.3447 -1.2166 -0.199
N -1.4402 1.7391 -2.1803 0.028
C 0.5942 -1.1017 5.3180 -0.397
C -4.2223 -0.5537 -0.5399 -0.079
C 2.6130 -1.3909 -3.3718 -0.013
O 1.7092 -3.6645 4.9255 -0.045
C 3.0118 1.3108 -0.0892 -0.057
O -2.6105 0.6301 1.6122 -0.157
H 2.1693 1.3468 0.5859 -0.007
C 3.7165 0.4007 -2.2649 -0.022
C -3.4552 0.5222 -2.4182 -0.129
O -0.0426 2.6298 1.4283 -0.094
H 2.5509 -2.0770 -4.2057 0.111
C 3.6317 -0.4471 -3.3542 -0.277
O 0.8950 -0.6395 0.9586 -0.176
H 3.5436 -2.7499 4.6071 0.136
O -3.0223 1.4646 3.6381 0.024
Cl -3.3504 2.9927 0.1324 0.765
H 0.3801 2.6781 -2.0771 0.124
C -3.0775 1.4850 2.4254 -0.786
Cr -1.7767 1.1706 -0.2570 0.374
H -4.0535 -0.8017 0.5004 0.122
C -5.3231 -1.0461 -1.2190 -0.022
H -3.7974 3.5762 2.3937 0.075
C 2.0989 -1.3382 5.3752 -0.584
H 0.5803 3.0508 -4.5052 0.108
H -1.2946 2.3840 -6.0110 0.115
C 2.4672 -2.5471 4.5043 -0.235
H 0.7244 -3.1574 -3.2761 0.074
C 1.7579 -0.5827 -1.2735 -0.045
H 4.2849 0.4631 -5.1679 0.081
H -6.0286 -1.6803 -0.7057 0.110
C -0.2986 2.5654 -4.1094 -0.029
H -0.3814 -2.0261 -2.4704 0.075
C 1.6747 -1.4722 -2.3544 -0.202
C -0.4038 2.3425 -2.7451 -0.082
H 4.6679 -1.2590 -5.0510 0.073
C -1.3355 2.1864 -4.9497 -0.007
H 3.8671 -0.3235 4.6269 0.085
C -5.5068 -0.7289 -2.5588 0.008
N -0.6504 2.0451 0.6040 -0.268
Cl -5.5781 2.1733 1.7781 0.611
O 2.0217 -0.7765 7.8038 -0.036
C -3.8789 2.6714 1.7948 -0.915
C -4.5478 0.0593 -3.1888 -0.138
H 4.5105 1.1359 -2.2210 0.118
O -0.5215 -0.3245 -0.7912 -0.105
Se 0.0462 -0.5169 3.5115 0.998
H 2.1385 -2.6395 7.0855 0.134
N -3.3045 0.2361 -1.0903 0.009
C -3.5675 1.0896 -5.1569 -0.016
C -2.4342 1.2870 -3.0092 -0.127
C -2.4365 1.5316 -4.4024 -0.142
H 2.8035 0.7021 5.6116 0.074
C 2.5300 -1.6537 6.8309 -0.205
Se 1.9919 0.5973 3.1972 0.915
H 2.4333 0.0881 7.7102 0.089
H 0.2888 -0.3410 6.0356 0.088
C 0.6438 -0.5299 -0.2513 -0.538
C 4.6087 -0.3287 -4.4890 -0.055
H -3.5849 1.3149 -6.2141 0.115
H 0.0511 -2.0231 5.5269 0.088
H 3.1946 2.3084 -0.4866 0.087
H -5.4444 0.0953 -5.1498 0.115
H 1.9053 -4.4087 4.3500 0.103
C 0.5922 -2.5108 -2.4104 -0.032
```

Summary:
Energy above the lowest of the compared OMol25 structures with the same formula, charge and spin   115.8 kJ/mol
Expectation value of S²   0.76
Frontier orbital gap (alpha / beta)   5.572 / 3.273 eV
LUMO energy (alpha / beta)   -0.35 / -2.60 eV
Spin multiplicity   2


4.
This record from OMol25 describes a molecular structure, C39H36ClN3Si2Ta in a non-equilibrium geometry. The level of theory is ωB97M-V/def2-TZVPD.

```
82
Properties=species:S:1:pos:R:3:lowdin_charge:R:1
H 1.6069 2.2034 -6.0187 0.122
C -1.7884 1.8887 -4.1806 -0.079
H 1.2122 4.4504 5.8316 0.137
C 0.3813 -2.8307 -4.3206 -0.113
H 0.0500 4.1576 -5.9488 0.126
H -2.1830 3.8897 -4.8566 0.124
H 0.9103 2.2064 7.0318 0.131
N 0.1234 -0.0067 5.9150 0.091
H 0.2191 0.1343 6.9200 0.141
H 1.6606 -2.8890 2.9139 0.099
C 1.0886 -0.9647 5.4880 -0.264
H -2.9351 -0.7811 0.8668 0.132
C 0.8150 3.5719 5.3250 0.003
H 0.9097 -3.8902 -7.5325 0.125
H -0.0693 5.3291 -2.0576 0.134
H 0.8459 -2.9459 -3.3359 0.080
H 2.2126 -0.7191 7.2757 0.129
C -1.4666 3.0722 -4.8483 -0.040
C -0.2082 1.8941 -0.2905 -0.190
H 3.0651 0.7118 -1.1506 0.003
H 1.0330 0.1046 -4.8648 0.104
C -1.2888 -1.9305 -5.7945 -0.082
H -0.4412 2.5381 2.3339 0.075
H -2.2927 -2.4132 -1.2384 0.142
C 0.4320 -3.3831 -6.6873 -0.046
C 0.8928 -0.9310 -1.3797 -0.300
C -0.7216 -1.9915 -4.5039 -0.292
C -0.4624 -3.2405 -0.3988 -0.032
H -1.9313 2.5950 0.7705 0.119
H -2.7626 -0.7781 -3.1053 0.056
C -0.7139 -2.6058 -6.8757 -0.045
H -3.0306 0.9514 2.9947 0.145
H 1.5228 3.5030 -2.7387 0.117
C 0.6538 2.1343 -5.4989 -0.054
H -0.2006 0.9685 0.2955 -0.007
C 0.4134 3.6365 3.9874 -0.019
Si 1.8120 0.6268 -1.7712 1.108
H -1.1391 -0.1015 -0.9941 0.123
H -1.1468 -2.5161 -7.8714 0.122
H -1.7657 4.8969 -0.2827 0.130
C 0.7986 3.3390 -1.9372 -0.066
H -0.9691 -4.1108 0.0432 0.141
Si -1.2662 -0.7748 -3.1588 0.760
C -1.6520 -2.0276 3.7184 -0.175
H -1.4115 -2.8140 4.4390 0.152
H -2.7757 1.7662 -3.7252 0.110
C -0.8479 0.8533 -4.0817 -0.297
C -1.2194 -2.2781 -1.0316 -0.023
C -1.9904 -0.6932 4.0914 -0.215
H -1.9005 -3.1477 1.8144 0.118
H 3.7703 -3.2984 4.1627 0.125
C 3.2084 -2.0260 5.8319 0.004
C -2.5255 -0.0241 2.9451 -0.198
C 0.7520 2.0754 -1.3036 -0.304
C -1.0601 4.1121 -0.5709 -0.019
C -0.0967 4.3459 -1.5664 -0.030
H -2.1716 -1.3051 -5.9773 0.119
C -1.1436 2.8590 0.0449 -0.079
C 0.3335 0.9520 -4.8260 -0.122
Ta -0.4513 -0.5991 2.5475 1.296
C 2.1894 -1.2293 6.3249 0.040
C 0.6625 2.3688 5.9898 0.036
H 1.8502 -4.1123 -5.2329 0.112
C -0.0591 2.5039 3.3592 -0.116
H 1.4853 -3.8444 0.3185 0.145
C 1.8786 -2.3825 3.8635 -0.149
C -2.4816 -0.9440 1.8561 -0.227
N 0.9950 -1.4291 4.2395 -0.037
N -0.0451 1.2895 3.9496 -0.010
H 0.4618 4.5594 3.4168 0.125
C 3.0222 -2.6394 4.5892 -0.024
C 1.5861 -2.0288 -0.8671 -0.117
C 0.9281 -3.1061 -0.2719 0.015
Cl 1.6829 -0.0089 1.6282 0.188
H -2.0432 -0.3576 5.1214 0.132
C 0.2083 1.2563 5.2633 -0.272
C 0.9661 -3.5033 -5.4032 -0.064
C -0.2258 3.2159 -5.4715 -0.045
H 2.6815 -1.9813 -0.8380 0.131
C -1.9402 -2.1929 2.3306 -0.199
H 4.1214 -2.1940 6.4052 0.138
C -0.6184 -0.9902 -1.4349 -0.354
```

Summary:
Charge   +3
Frontier orbital gap (alpha / beta)   4.258 / 3.188 eV
LUMO energy (alpha / beta)   -11.27 / -11.61 eV


5.
This record from OMol25 describes 2 unconnected molecules or ions with the total composition CH6OS2 in a non-equilibrium geometry. The level of theory is ωB97M-V/def2-TZVPD.

```
10
Properties=species:S:1:pos:R:3:lowdin_charge:R:1
H 1.9292 1.0228 0.1768 0.064
H 3.0804 -0.3419 0.2105 0.069
H 0.6582 -0.5420 1.1719 0.071
H -2.8579 0.9502 -1.5389 -0.282
S -2.7095 -0.5864 0.8762 -0.220
H -3.1857 0.6794 1.3056 -0.249
C 2.0761 0.0041 -0.1425 -0.162
S -2.1673 -0.1915 -1.1911 -0.174
O 1.0672 -0.9095 0.3523 -0.181
H 2.1094 -0.0852 -1.2208 0.065
```

Summary:
Energy above the lowest of the compared OMol25 structures with the same formula, charge and spin   90.4 kJ/mol
Charge   -1
Expectation value of S²   0.75
Frontier orbital gap (alpha / beta)   3.679 / 6.817 eV
LUMO energy (alpha / beta)   3.67 / 3.65 eV
Spin multiplicity   2


6.
This record from OMol25 describes 2 unconnected molecules or ions with the total composition C7H5BrO2S in a non-equilibrium geometry. The level of theory is ωB97M-V/def2-TZVPD.

```
16
Properties=species:S:1:pos:R:3:lowdin_charge:R:1
C 0.2047 0.5786 -0.3343 -0.078
C 0.6512 -1.7865 -0.5898 -0.056
C 1.1409 -0.5189 -0.2543 -0.429
O -0.1588 3.4160 1.7162 -0.465
H -0.9154 -3.0403 -1.0711 0.119
Br 2.7459 1.0811 1.4306 0.560
S 0.1695 2.4017 2.7227 0.801
C -0.6529 -1.9521 -1.0473 -0.045
H 1.3088 -2.5757 -0.6382 0.086
C -1.5887 -0.8715 -1.0767 -0.035
O -0.6811 1.1952 2.5973 -0.464
C 2.5294 -0.3907 0.0606 -0.223
H -2.5746 -0.8925 -1.3980 0.086
C -1.0533 0.3830 -0.9213 -0.085
H 0.5496 1.6749 -0.1597 0.101
H -1.6753 1.2978 -1.0367 0.126
```

Summary:
Energy above the lowest of the compared OMol25 structures with the same formula, charge and spin   41.9 kJ/mol
Frontier orbital gap (alpha / beta)   7.587 / 7.585 eV
LUMO energy (alpha / beta)   -1.58 / -1.58 eV


Number 1: energy -6152.696 eV. Number 2: energy -57206.607 eV. Number 3: energy -233520.282 eV. Number 4: energy -75298.678 eV. Number 5: energy -24851.006 eV. Number 6: energy -92308.381 eV.